(1)
Below is a structure of composition C47H43BCl2N7ORuSi at a distorted geometry, with properties calculated with the ωB97M-V functional and the def2-TZVPD basis.

The geometry in XYZ format:
```
103
Properties=species:S:1:pos:R:3:lowdin_spin:R:1
Ru -0.049 -0.026 0.097 0.87
C -2.756 -4.625 1.856 0.00
C -2.668 -3.191 1.446 0.00
C -3.685 -2.284 1.270 0.00
C -3.068 -1.073 0.922 0.00
N -1.743 -1.259 0.873 0.00
N -1.508 -2.555 1.206 0.00
B -0.075 -3.070 1.434 0.00
N 0.715 -3.053 0.129 0.00
N 1.115 -1.891 -0.441 0.00
C 1.862 -2.222 -1.506 0.00
C 1.914 -3.621 -1.613 0.00
C 1.174 -4.109 -0.561 0.00
C 0.934 -5.533 -0.176 0.00
C 2.589 -1.278 -2.398 0.00
C 2.355 0.094 -2.432 0.00
C 3.090 0.930 -3.260 0.00
C 4.073 0.405 -4.088 0.00
C 4.305 -0.963 -4.080 0.00
C 3.571 -1.793 -3.245 0.00
N 0.583 -2.130 2.451 0.00
N 0.585 -0.810 2.229 0.04
C 1.129 -0.228 3.288 0.01
C 1.523 -1.211 4.214 0.00
C 1.139 -2.412 3.650 0.00
C 1.223 -3.791 4.224 0.00
C 1.196 1.240 3.445 0.00
C 2.250 1.836 4.134 0.00
C 2.287 3.214 4.306 0.00
C 1.268 4.010 3.797 0.00
C 0.212 3.423 3.114 0.00
C 0.176 2.047 2.941 0.00
C -3.764 0.203 0.636 0.00
C -3.098 1.418 0.508 0.00
C -3.778 2.586 0.202 0.00
C -5.155 2.560 0.032 0.00
C -5.839 1.358 0.175 0.00
C -5.151 0.192 0.472 0.00
H -3.800 -4.892 2.006 0.00
H -2.213 -4.809 2.783 0.00
H -2.340 -5.284 1.091 0.00
H -4.738 -2.476 1.392 0.00
H -0.094 -4.179 1.881 0.00
H 2.412 -4.207 -2.367 0.00
H 1.500 -6.183 -0.840 0.00
H -0.122 -5.797 -0.254 0.00
H 1.251 -5.725 0.849 0.00
H 1.580 0.512 -1.814 0.00
H 2.893 1.996 -3.256 0.00
H 4.650 1.055 -4.733 0.00
H 5.069 -1.386 -4.721 0.00
H 3.773 -2.856 -3.253 0.00
H 1.969 -1.058 5.184 0.00
H 1.656 -3.737 5.221 0.00
H 1.840 -4.448 3.610 0.00
H 0.233 -4.242 4.305 0.00
H 3.054 1.218 4.515 0.00
H 3.111 3.668 4.843 0.00
H 1.304 5.085 3.928 0.00
H -0.583 4.037 2.705 0.00
H -0.657 1.583 2.426 0.00
H -2.035 1.469 0.660 0.00
H -3.222 3.508 0.090 0.00
H -5.694 3.467 -0.213 0.00
H -6.914 1.329 0.043 0.00
H -5.697 -0.740 0.557 0.00
Cl -0.788 4.959 -0.999 0.00
C 0.662 4.223 -0.399 0.02
C 1.774 5.040 -0.111 0.00
C 2.925 4.506 0.389 0.01
Cl 4.279 5.547 0.743 0.00
C 3.029 3.112 0.603 0.00
C 4.161 2.443 1.118 0.01
C 4.146 1.082 1.238 0.00
C 3.001 0.371 0.842 0.01
N 1.927 0.974 0.395 -0.01
C 1.913 2.321 0.278 0.00
C 0.685 2.855 -0.187 0.00
O -0.309 2.047 -0.386 0.04
H 1.702 6.105 -0.291 0.00
H 5.025 3.022 1.415 0.00
H 4.990 0.547 1.650 0.00
H 2.966 -0.712 0.881 0.00
C -0.335 -1.402 -3.485 0.00
Si -1.302 -0.620 -2.093 0.00
C -2.770 -1.751 -1.935 0.00
C -1.832 1.034 -2.770 0.00
C -3.181 1.360 -2.919 0.00
C -3.567 2.539 -3.548 0.00
C -2.606 3.415 -4.028 0.00
C -1.257 3.121 -3.859 0.00
C -0.878 1.946 -3.231 0.00
H -1.058 -1.604 -4.282 0.00
H 0.124 -2.348 -3.196 0.00
H 0.445 -0.755 -3.882 0.00
H -3.107 -1.988 -2.949 0.00
H -3.601 -1.320 -1.387 0.00
H -2.488 -2.685 -1.440 0.00
H -3.945 0.683 -2.550 0.00
H -4.620 2.769 -3.666 0.00
H -2.904 4.326 -4.533 0.00
H -0.504 3.814 -4.214 0.00
H 0.178 1.731 -3.102 0.00
```

Summary:
2S+1: 2
Expectation value of S²: 0.76
Total charge: 0
Orbital gap (alpha / beta), eV: 7.18 / 7.13
HOMO (alpha / beta), eV: -7.3 / -7.6

(2)
Below is a structure of composition C47H43BN2O4 at a distorted geometry, with properties calculated with the ωB97M-V functional and the def2-TZVPD basis.

The geometry in XYZ format:
```
97
Properties=species:S:1:pos:R:3:mulliken_charge:R:1
C -1.107 4.450 4.670 -1.33
C -1.121 4.231 3.226 0.56
C -1.954 4.677 2.212 -0.82
C -1.490 3.983 1.053 -0.63
C -0.367 3.228 1.368 -0.83
B -4.009 0.938 3.203 0.63
O -2.918 0.151 3.531 -0.35
C -3.480 -1.148 3.207 -0.65
C -4.920 -0.824 2.584 1.27
C -5.708 -2.086 2.361 -1.94
C -4.627 -0.014 1.347 -0.68
O -4.106 1.135 1.614 -0.32
C -5.798 0.110 3.523 -0.45
O -5.063 1.317 3.931 -0.36
O -0.114 3.426 2.724 -0.37
H -1.964 4.965 5.154 0.34
H -0.990 3.498 5.223 0.28
H -0.233 5.061 4.967 0.30
H -2.816 5.352 2.282 0.40
H -2.086 3.755 0.194 0.54
H -2.810 -1.614 2.450 0.31
H -3.546 -1.790 4.106 0.41
H -6.629 -1.831 1.817 0.44
H -5.125 -2.841 1.807 0.42
H -5.964 -2.475 3.352 0.45
H -0.261 2.047 1.070 0.08
H -4.743 -0.415 0.362 0.67
H -6.697 0.481 2.996 0.30
H -6.076 -0.420 4.446 0.34
C 5.083 -5.725 1.472 -0.46
C 3.769 -5.427 1.850 -0.78
C 3.410 -4.111 2.141 -0.34
C 4.386 -3.093 2.115 0.28
N 4.037 -1.785 2.499 0.51
C 5.009 -0.932 3.044 -0.13
C 5.061 0.437 2.705 -0.20
C 6.022 1.263 3.299 -0.63
C 6.931 0.734 4.226 -0.49
C 6.878 -0.622 4.555 -0.68
C 5.930 -1.456 3.964 -0.17
C 2.769 -1.285 2.203 0.09
C 2.165 -0.317 3.034 -0.64
C 1.000 0.287 2.609 -0.40
C 0.476 -0.002 1.331 0.57
C -0.654 0.841 0.862 1.89
C -0.926 0.758 -0.611 -0.06
C -1.994 0.050 -1.191 -0.75
C -2.060 -0.009 -2.573 -0.59
C -1.163 0.722 -3.366 0.75
N -1.235 0.631 -4.755 0.44
C -0.675 1.647 -5.552 -0.06
C -0.053 1.273 -6.748 -0.09
C 0.638 2.230 -7.483 -0.73
C 0.627 3.573 -7.076 -0.44
C -0.079 3.963 -5.926 -0.72
C -0.713 2.995 -5.147 -0.27
C -1.939 -0.428 -5.384 0.05
C -2.671 -0.149 -6.555 -0.12
C -3.323 -1.174 -7.241 -0.70
C -3.214 -2.495 -6.789 -0.47
C -2.464 -2.783 -5.643 -0.73
C -1.868 -1.752 -4.913 -0.36
C -0.114 1.426 -2.775 -0.91
C -0.049 1.515 -1.395 -0.12
C 0.966 -1.114 0.614 -1.30
C 2.113 -1.741 1.047 -0.40
C 5.693 -3.388 1.682 -0.14
C 6.043 -4.708 1.382 -0.70
H 5.364 -6.744 1.233 0.37
H 3.012 -6.213 1.934 0.35
H 2.367 -3.873 2.374 0.47
H 4.338 0.837 1.983 0.46
H 6.043 2.320 3.021 0.38
H 7.673 1.387 4.676 0.37
H 7.580 -1.037 5.279 0.36
H 5.893 -2.519 4.214 0.46
H 2.639 -0.053 3.994 0.49
H 0.497 1.036 3.236 0.48
H -1.520 0.504 1.436 -1.19
H -2.755 -0.451 -0.577 0.28
H -2.814 -0.632 -3.055 0.70
H -0.132 0.245 -7.096 0.45
H 1.156 1.922 -8.392 0.37
H 1.149 4.329 -7.669 0.35
H -0.159 5.014 -5.635 0.39
H -1.231 3.278 -4.228 0.49
H -2.690 0.868 -6.952 0.45
H -3.902 -0.939 -8.135 0.38
H -3.716 -3.303 -7.325 0.36
H -2.315 -3.811 -5.317 0.38
H -1.347 -1.968 -3.979 0.54
H 0.627 1.973 -3.328 0.57
H 0.679 2.175 -0.896 0.48
H 0.475 -1.454 -0.300 0.46
H 2.489 -2.602 0.487 0.57
H 6.426 -2.571 1.620 0.46
H 7.081 -4.918 1.104 0.37
```

Summary:
2S+1: 1
Total charge: 0
Orbital gap, eV: 3.03
HOMO, eV: -5.1

Electronic energy per entry: -98101.2646, -61276.6833 eV